[1]
# C39H30Br6CaNO7PS

A molecular structure, C39H30Br6CaNO7PS (wB97M-V/def2-TZVPD, the Open Molecules 2025 dataset).

```
86
C39H30Br6CaNO7PS, DFT wB97M-V/def2-TZVPD
Ca -0.1487 -1.7245 -0.6464
O -1.0806 -0.5823 2.4608
C -0.0529 0.2014 2.9856
C 1.0128 0.6467 2.0005
C 1.9874 1.5532 2.4170
C 2.8903 2.0445 1.4947
C 2.8206 1.5925 0.1826
C 1.8563 0.6539 -0.1326
N 0.9614 0.1960 0.7549
H -0.7251 -1.4624 2.1721
H 0.4611 -0.2884 3.8278
H -0.5187 1.1103 3.3840
H 2.0017 1.8831 3.4494
H 3.6413 2.7681 1.7907
H 3.5055 1.9405 -0.5784
H 1.7916 0.2499 -1.1387
O -1.3607 -0.2877 -3.2882
C -0.8150 0.1904 -2.2921
C -0.4548 1.6673 -2.3920
C 0.3088 2.1426 -3.4577
C 0.7110 3.4669 -3.4987
C 0.3228 4.3428 -2.4870
C -0.4500 3.8806 -1.4311
C -0.8174 2.5367 -1.3601
P -1.7752 1.7450 -0.0100
C -1.9218 3.1156 1.2056
C -3.1293 3.5562 1.7420
C -3.1536 4.4853 2.7761
C -1.9716 4.9940 3.2913
C -0.7589 4.5667 2.7616
C -0.7370 3.6371 1.7360
C -3.4698 1.7039 -0.7091
C -4.3122 0.6916 -0.2540
C -5.6074 0.5757 -0.7404
C -6.0676 1.4668 -1.6982
C -5.2283 2.4676 -2.1720
C -3.9362 2.5840 -1.6826
H 0.5735 1.4488 -4.2481
H 1.3148 3.8280 -4.3244
H 0.6223 5.3841 -2.5201
H -0.7559 4.5714 -0.6543
H -4.0603 3.1670 1.3478
H -4.1049 4.8119 3.1796
H -1.9916 5.7162 4.0986
H 0.1745 4.9551 3.1530
H 0.2133 3.3102 1.3310
H -3.9348 -0.0291 0.4632
H -6.2407 -0.2312 -0.3934
H -7.0712 1.3676 -2.0943
H -5.5774 3.1498 -2.9382
H -3.2766 3.3511 -2.0704
Br 0.9175 -7.5063 -4.7748
C 1.1639 -5.8651 -3.8545
C 2.3880 -5.2275 -3.8699
Br 3.8623 -5.9736 -4.8034
C 2.5317 -4.0069 -3.1880
Br 4.1929 -3.0811 -3.1455
C 1.4870 -3.3957 -2.4972
O 1.6107 -2.2613 -1.8779
C 0.2033 -4.0772 -2.4632
O -0.7677 -3.5323 -1.8010
C 0.0935 -5.2847 -3.1520
Br -1.6111 -6.1209 -3.0842
Br -4.5241 -2.2386 -2.5335
C -3.7731 -3.5193 -1.3034
Br -3.8961 -2.9147 0.5321
H -2.7202 -3.6516 -1.5556
H -4.3453 -4.4333 -1.3788
C 5.7868 -0.2512 2.5332
C 4.6060 -1.1724 2.3793
C 4.2876 -1.7285 1.1459
C 3.1829 -2.5560 0.9955
C 2.3784 -2.8195 2.0924
C 2.6897 -2.2904 3.3378
C 3.7984 -1.4719 3.4758
S 0.9049 -3.7996 1.8806
O 1.1839 -4.7229 0.8130
O 0.5850 -4.3590 3.1754
O -0.0896 -2.7619 1.4680
H 6.2851 -0.0924 1.5768
H 6.5205 -0.6569 3.2341
H 5.4708 0.7229 2.9146
H 4.9002 -1.5067 0.2790
H 2.9316 -2.9685 0.0248
H 2.0608 -2.5377 4.1842
H 4.0394 -1.0496 4.4467
```

Summary:
Energy above the lowest of the compared OMol25 structures with the same formula, charge and spin   0.00 kJ/mol
Charge   -2
Gap between HOMO and LUMO   0.19971 Eh
LUMO   3.784 eV
Highest occupied orbital energy   -1.6508 eV
M   1207.2 g/mol
DFT total energy   -515576.22593 eV
F_max   0.581 eV Å⁻¹

[2]
# C3NO3

A molecular structure, C3NO3 (wB97M-V/def2-TZVPD, the Open Molecules 2025 dataset).

```
7
C3NO3, DFT wB97M-V/def2-TZVPD
C 0.8911 0.8347 -0.1774
C -1.4391 -0.3228 0.0335
C 1.0744 -0.4307 0.0879
N -0.3402 -0.6619 -0.3718
O 0.5373 2.0057 -0.0428
O -2.5636 -0.0763 0.2456
O 1.8401 -1.3488 0.2250
```

Summary:
Energy above the lowest of the compared OMol25 structures with the same formula, charge and spin   203.38 kJ/mol
Charge   -1
Gap between HOMO and LUMO   0.21983 Eh
LUMO   3.911 eV
Highest occupied orbital energy   -2.0713 eV
M   98.0 g/mol
DFT total energy   -10742.14044 eV
F_max   4.536 eV Å⁻¹

[3]
# C6H6N2

A single C6H6N2 molecule (wB97M-V/def2-TZVPD, the Open Molecules 2025 dataset).

```
14
C6H6N2, DFT wB97M-V/def2-TZVPD
C 1.8092 -0.2404 0.0193
C 0.9514 -1.2208 -0.1302
C -0.4220 -0.7125 0.2402
N -1.7794 -1.0811 0.0776
N -2.5284 0.0684 -0.0307
C -1.6684 1.0575 -0.0801
C -0.3081 0.5788 0.1209
C 1.1618 1.0694 0.1224
H 2.8222 -0.4956 -0.2287
H 1.2239 -2.2599 -0.2962
H -2.0457 -2.1605 0.2109
H -1.9114 2.0584 -0.3505
H 1.2937 1.5388 1.1170
H 1.4013 1.7995 -0.7920
```

Summary:
Energy above the lowest of the compared OMol25 structures with the same formula, charge and spin   200.34 kJ/mol
Charge   0
Gap between HOMO and LUMO   0.35352 Eh
LUMO   0.976 eV
Highest occupied orbital energy   -8.6442 eV
M   106.1 g/mol
DFT total energy   -9296.66816 eV
F_max   4.850 eV Å⁻¹

[4]
# C69H155N9O13

9 unconnected molecules or ions with the total composition C69H155N9O13 (wB97M-V/def2-TZVPD, the Open Molecules 2025 dataset).

```
246
C69H155N9O13, DFT wB97M-V/def2-TZVPD
C -3.7848 3.8827 -3.8323
C -4.3659 3.2013 -5.0668
C -3.9723 1.6553 -4.8868
C -4.7172 0.6568 -5.8281
C -6.2597 0.8831 -5.7038
C -6.7393 2.4248 -5.8784
N -5.8247 3.2976 -5.1122
O -6.2888 4.6359 -5.2683
C -6.9216 2.7666 -7.3614
C -8.1614 2.5057 -5.3129
C -3.6211 3.6792 -6.4488
H -4.2717 3.6110 -2.8957
H -3.8397 4.9667 -3.9318
H -2.7015 3.7749 -3.7769
H -2.8836 1.6203 -4.9261
H -4.0605 1.4415 -3.8216
H -4.4255 -0.3842 -5.6891
H -4.3810 0.8361 -6.8494
H -6.7900 0.2853 -4.9625
H -6.5709 0.3446 -6.5989
H -6.0003 2.6053 -7.9210
H -7.8077 2.2645 -7.7500
H -7.1908 3.8221 -7.4002
H -8.1892 2.4588 -4.2242
H -8.5064 3.5332 -5.4285
H -8.7906 1.7849 -5.8350
H -2.6093 3.9782 -6.1748
H -4.2059 4.4644 -6.9280
H -3.6648 2.8104 -7.1056
H -6.8672 4.7730 -4.5145
C -0.4028 -8.3466 2.9529
C -0.7970 -8.3577 4.4852
C 0.2089 -7.5277 5.3288
C 0.0216 -6.0235 5.3215
C -1.4197 -5.6888 5.6094
C -2.4488 -6.3922 4.6069
N -2.1179 -7.8502 4.8043
O -3.0578 -8.5714 4.1318
C -3.8319 -6.0921 5.2373
C -2.3863 -5.8153 3.1493
C -0.7340 -9.8509 4.9557
H -0.2049 -7.4091 2.4332
H -1.1921 -8.8670 2.4103
H 0.4879 -8.9750 2.9488
H 0.1755 -7.9656 6.3265
H 1.2013 -7.8373 5.0011
H 0.4800 -5.5135 4.4743
H 0.6472 -5.6224 6.1189
H -1.6662 -4.6325 5.5024
H -1.6708 -5.9746 6.6309
H -3.9910 -6.6223 6.1763
H -4.0811 -5.0318 5.2793
H -4.5479 -6.4359 4.4907
H -2.9696 -4.9017 3.0347
H -1.4021 -5.5507 2.7627
H -2.7722 -6.6033 2.5025
H -1.0889 -10.0565 5.9656
H 0.2441 -10.2749 4.7288
H -1.4427 -10.4219 4.3558
H -3.6329 -8.8636 4.8427
C 2.7581 3.9582 -6.0323
C 1.7698 4.7916 -5.0553
C 1.5447 4.0623 -3.7150
C 0.7908 4.9432 -2.6314
C 1.5992 6.2884 -2.4676
C 1.8602 7.0369 -3.7463
N 2.3735 6.1508 -4.8407
O 2.7362 6.8628 -6.0492
C 0.5640 7.7825 -4.1775
C 2.9618 8.0843 -3.4222
C 0.4101 4.9458 -5.7738
H 3.6808 3.7502 -5.4907
H 2.9935 4.4009 -7.0002
H 2.3083 2.9914 -6.2582
H 1.0963 3.0713 -3.7850
H 2.5078 3.9052 -3.2292
H 0.7466 4.4198 -1.6763
H -0.1933 5.1757 -3.0383
H 2.6132 6.0672 -2.1345
H 1.1435 7.0334 -1.8154
H 0.5592 8.1831 -5.1912
H -0.2196 7.0417 -4.3362
H 0.1529 8.4988 -3.4662
H 2.9043 8.9703 -4.0545
H 2.8538 8.4623 -2.4055
H 3.9929 7.7436 -3.5166
H 0.2705 5.6810 -6.5663
H -0.4460 4.9514 -5.0992
H 0.2095 4.0793 -6.4040
H 3.6905 6.8289 -6.1482
C -1.7838 -2.1882 1.0281
C -1.8966 -0.6701 1.0798
C -0.6353 -0.2241 1.9058
C 0.6105 -0.0630 1.0543
C 0.3264 0.8317 -0.1545
C -0.7913 0.2892 -1.1080
N -1.9546 0.1165 -0.2049
O -3.1620 -0.1706 -0.9065
C -1.1163 1.3462 -2.1399
C -0.4120 -1.0091 -1.8599
C -3.1459 -0.3166 1.9702
H -0.8153 -2.5079 0.6437
H -2.6518 -2.6092 0.5207
H -1.9193 -2.5273 2.0552
H -0.8592 0.6799 2.4722
H -0.4064 -0.8639 2.7581
H 1.0384 -1.0397 0.8284
H 1.3570 0.4835 1.6306
H 1.2721 0.7060 -0.6816
H 0.2857 1.8857 0.1206
H -1.4587 2.2579 -1.6503
H -0.2628 1.5470 -2.7875
H -1.8671 0.9651 -2.8322
H -1.2177 -1.2941 -2.5364
H 0.5547 -0.9905 -2.3630
H -0.2835 -1.8574 -1.1875
H -4.0703 -0.8548 1.7607
H -3.3134 0.7600 1.9999
H -2.8363 -0.7171 2.9355
H -3.5638 0.7007 -0.8733
C 3.4943 1.1570 7.9807
C 2.6956 2.4111 7.3959
C 3.7581 3.1793 6.5801
C 3.2137 4.2847 5.6219
C 2.2121 3.6154 4.7199
C 1.0761 2.8490 5.4584
N 1.6936 1.9072 6.4276
O 0.7016 1.1011 7.0136
C 0.0569 3.8337 5.9841
C 0.3997 2.0133 4.3908
C 2.0864 3.2461 8.5749
H 3.8715 0.4897 7.2058
H 2.7893 0.5125 8.5058
H 4.3468 1.4170 8.6082
H 4.2212 3.8309 7.3212
H 4.5979 2.6414 6.1402
H 4.0290 4.7436 5.0625
H 2.7346 5.0992 6.1651
H 2.8742 2.9644 4.1490
H 1.9505 4.4623 4.0855
H 0.5044 4.3681 6.8221
H -0.2482 4.5459 5.2174
H -0.8586 3.3381 6.3071
H -0.3446 1.2843 4.7112
H -0.0276 2.5681 3.5555
H 1.1649 1.3754 3.9484
H 1.0436 2.9373 8.6485
H 2.1556 4.2937 8.2820
H 2.6071 3.1056 9.5222
H 0.6737 0.3961 6.3627
C 4.0743 -2.9980 -3.2806
O 4.4733 -2.8320 -1.9392
C 4.1910 -1.4932 -1.4938
C 4.6598 -1.1712 -0.0210
N 6.1192 -1.3935 0.1290
C 6.4803 -1.8433 1.4852
C 8.0473 -2.0517 1.5393
O 8.4686 -3.3057 0.9486
C 9.8510 -3.5445 1.0045
H 3.2151 -2.4000 -3.5843
H 3.8739 -4.0566 -3.4461
H 4.9075 -2.8201 -3.9604
H 3.1239 -1.2790 -1.5544
H 4.7352 -0.8370 -2.1730
H 4.0095 -1.7492 0.6356
H 4.5936 -0.1001 0.1699
H 6.3736 -2.0776 -0.5691
H 5.9484 -2.7890 1.5894
H 6.0715 -1.0986 2.1682
H 8.4895 -1.8965 2.5234
H 8.4364 -1.2166 0.9568
H 10.3002 -4.0422 0.1451
H 10.1009 -4.1388 1.8834
H 10.3167 -2.5744 1.1782
C -8.7023 -0.1499 -0.3696
O -7.8034 0.9573 -0.3813
C -6.7745 0.8252 -1.3493
C -5.9513 2.1135 -1.5230
N -4.6804 2.1753 -0.7704
C -4.7663 2.7411 0.5542
C -3.4093 3.2200 0.9591
O -2.8885 4.4051 0.3691
C -1.5982 4.7741 0.8623
H -8.2133 -1.1068 -0.1875
H -9.2538 -0.2331 -1.3060
H -9.4424 -0.0830 0.4279
H -7.3115 0.5707 -2.2631
H -6.1113 0.0091 -1.0623
H -6.6014 2.9733 -1.3609
H -5.7101 2.1602 -2.5849
H -4.1559 2.7986 -1.3675
H -5.1242 2.0753 1.3395
H -5.4427 3.5956 0.5357
H -2.6488 2.4555 0.8004
H -3.3339 3.4255 2.0269
H -1.6342 5.1244 1.8938
H -1.2814 5.6403 0.2815
H -0.8134 4.0250 0.7571
C 3.7536 -6.7935 -5.7798
O 4.4887 -5.5899 -5.9562
C 4.4901 -5.0261 -7.2039
C 5.2457 -3.6912 -7.1937
N 4.4411 -2.4830 -6.9096
C 5.2828 -1.2644 -6.5780
C 4.5237 -0.0243 -6.0507
O 3.7154 -0.4996 -4.9661
C 2.9676 0.5283 -4.3492
H 2.7268 -6.7484 -6.1428
H 3.7566 -6.9812 -4.7061
H 4.3029 -7.5845 -6.2904
H 3.5085 -4.8539 -7.6453
H 5.0664 -5.7536 -7.7755
H 5.6964 -3.5022 -8.1680
H 6.0643 -3.8175 -6.4851
H 3.9242 -2.6617 -6.0605
H 5.8599 -0.9145 -7.4340
H 5.9075 -1.5730 -5.7398
H 3.8887 0.4543 -6.7962
H 5.2484 0.7356 -5.7583
H 2.4893 0.0963 -3.4701
H 2.1581 0.9111 -4.9708
H 3.5634 1.3802 -4.0218
C 2.5009 -3.4272 2.8461
O 1.9714 -2.1006 3.1533
C 2.6062 -1.6465 4.3104
C 1.9086 -1.9639 5.5951
N 0.5840 -1.3448 5.5164
C -0.2774 -1.9135 6.5123
C -1.7095 -1.2521 6.5088
O -2.3269 -1.9002 5.3465
C -3.7087 -1.6821 5.3766
H 2.0421 -3.7838 1.9239
H 2.2360 -4.1390 3.6280
H 3.5641 -3.3139 2.6344
H 2.5682 -0.5659 4.1729
H 3.6718 -1.8665 4.3744
H 2.4551 -1.6097 6.4692
H 1.7275 -3.0382 5.6291
H 0.3037 -1.4013 4.5477
H 0.2003 -1.7922 7.4845
H -0.4127 -2.9437 6.1829
H -1.6904 -0.1942 6.2469
H -2.1800 -1.6584 7.4042
H -4.0802 -2.1866 6.2686
H -4.1806 -2.0813 4.4788
H -3.9739 -0.6249 5.3689
```

Summary:
Energy above the lowest of the compared OMol25 structures with the same formula, charge and spin   0.00 kJ/mol
Charge   +1
2S+1   2
Gap between HOMO and LUMO (alpha / beta)   0.24238 / 0.08959 Eh
LUMO (alpha / beta)   -2.724 / -6.881 eV
Highest occupied orbital energy (alpha / beta)   -9.3189 / -9.3189 eV
M   1319.0 g/mol
DFT total energy   -114072.63898 eV
Expectation value of S²   0.754
F_max   3.652 eV Å⁻¹

[5]
# C21H62BN16O22

15 unconnected molecules or ions with the total composition C21H62BN16O22 (wB97M-V/def2-TZVPD, the Open Molecules 2025 dataset).

```
122
C21H62BN16O22, DFT wB97M-V/def2-TZVPD
O -0.3327 2.3693 -2.4117
C -0.1087 1.8570 -1.3457
O 0.5060 0.7036 -1.1728
B 0.3394 0.2695 0.2161
O -0.4095 1.3322 0.9061
C -0.7446 2.2520 0.0086
O -1.4915 3.1727 0.1432
O 1.5939 -0.0906 0.9175
C 1.6848 -1.3882 1.0902
O 2.6055 -2.0586 1.4694
C 0.4065 -1.9950 0.5149
O -0.3995 -1.0318 0.1630
O 0.2449 -3.1740 0.3154
O 5.2478 -2.5420 0.4281
H 5.3916 -1.7139 -0.0881
H 4.3552 -2.4443 0.7806
O 0.6643 -5.2498 2.6831
H 1.1619 -5.6662 1.9594
H 0.9231 -4.3229 2.6579
O 0.6064 5.3740 -2.5960
H -0.1665 4.8180 -2.4242
H 1.3400 4.9223 -2.1650
C 1.4247 -1.9147 -4.2919
O 1.8758 -0.9467 -4.8687
N 0.7315 -1.8268 -3.1134
N 1.4648 -3.1972 -4.7866
H 0.1345 -2.5904 -2.8428
H 0.5891 -0.8991 -2.7545
H 1.0161 -3.9532 -4.3063
H 1.8004 -3.2350 -5.7306
C -3.8960 7.4037 0.6882
O -4.4276 7.9528 -0.2543
N -2.9744 6.3891 0.5961
N -4.0915 7.7887 1.9974
H -2.9013 5.8730 -0.2614
H -2.7223 5.9569 1.4742
H -3.9490 7.1575 2.7677
H -4.7101 8.5585 2.1737
C 2.9742 3.6554 -4.2868
O 3.5922 3.6886 -3.2182
N 1.7819 3.0467 -4.4473
N 3.4915 4.2828 -5.3814
H 1.3010 2.8901 -3.5784
H 1.2376 3.1307 -5.2843
H 4.3023 4.8517 -5.2328
H 3.0630 4.1819 -6.2809
C 2.3529 -6.3880 -0.2381
O 1.6856 -6.9658 0.6074
N 2.2846 -5.0469 -0.5001
N 3.1950 -7.0631 -1.0867
H 1.7263 -4.4416 0.0866
H 2.8184 -4.7335 -1.2874
H 3.8378 -6.6004 -1.6997
H 3.1982 -8.0642 -1.0435
C -3.4091 4.8348 -2.5639
O -4.0536 5.8414 -2.7983
N -3.9066 3.8298 -1.7673
N -2.3032 4.4776 -3.2766
H -3.2616 3.1101 -1.4947
H -4.7063 4.0947 -1.2218
H -1.8222 5.0761 -3.9204
H -2.0597 3.5031 -3.2882
C -2.8186 4.3128 3.4935
O -2.3228 5.4226 3.3652
N -3.3623 3.8851 4.6817
N -2.7928 3.3589 2.5272
H -3.3741 4.5682 5.4188
H -4.0986 3.2025 4.7111
H -3.3900 2.5548 2.5394
H -2.2253 3.5586 1.7171
C 4.6986 -3.3518 4.5252
O 4.8296 -3.7347 5.6776
N 3.8991 -2.2946 4.1863
N 5.2652 -3.9662 3.4485
H 3.4897 -1.8190 4.9668
H 3.5219 -2.2877 3.2538
H 5.6993 -4.8385 3.6925
H 5.3384 -3.6191 2.5065
C 4.7600 0.5202 -1.5499
O 5.4541 -0.2478 -0.8857
N 5.0182 1.8307 -1.7049
N 3.6182 0.0883 -2.1699
H 5.7509 2.2013 -1.1266
H 4.3366 2.4915 -2.0827
H 3.3812 -0.8811 -2.0916
H 3.0980 0.7751 -2.6835
C 2.1231 1.9351 5.3336
C 1.4240 1.2875 4.1591
C 0.7950 -0.0598 4.5668
O 0.3574 2.1442 3.7093
H 2.4129 1.1652 6.0521
H 1.4510 2.5902 5.8953
H 2.9928 2.5601 5.1304
H 2.1165 1.0435 3.3489
H 1.4914 -0.8841 4.3596
H -0.1497 -0.2905 4.0813
H 0.7214 -0.1762 5.6526
H 0.1627 1.7852 2.8364
C -3.4642 0.0421 -0.4681
C -4.4807 -1.0931 -0.6039
C -4.7748 -1.3965 -2.0726
O -4.0165 -2.2523 0.0565
H -2.6361 0.0157 -1.1919
H -2.8774 -0.1246 0.4431
H -3.9026 1.0390 -0.4687
H -5.4084 -0.7659 -0.1339
H -3.9191 -1.7584 -2.6419
H -5.0621 -0.4647 -2.5760
H -5.6490 -2.0455 -2.1311
H -3.3563 -2.6905 -0.5042
C -2.9037 -4.9775 0.8796
C -2.4058 -5.3251 -0.5236
C -3.5791 -5.7790 -1.3825
O -1.8859 -4.1409 -1.1503
H -2.2595 -4.2585 1.3821
H -2.9476 -5.8927 1.4773
H -3.9227 -4.6015 0.8279
H -1.6335 -6.0960 -0.5571
H -4.3285 -4.9920 -1.4631
H -3.9168 -6.7772 -1.1169
H -3.2063 -5.8558 -2.4148
H -1.2393 -3.7418 -0.5419
```

Summary:
Energy above the lowest of the compared OMol25 structures with the same formula, charge and spin   0.00 kJ/mol
Charge   -1
Gap between HOMO and LUMO   0.30568 Eh
LUMO   0.977 eV
Highest occupied orbital energy   -7.3413 eV
M   901.6 g/mol
DFT total energy   -92364.02016 eV
F_max   2.453 eV Å⁻¹